{"formula": "CH3Cl2NO2S", "method": "ωB97M-V with the def2-TZVPD basis set", "fmax_ha_per_bohr": 0.077, "de_lowest_kj_mol": 86.1, "orbital_gap_ev": 11.3, "charge": 0, "lumo_ev": 0.3238, "homo_energy_ev": -10.999, "elements": ["N", "S", "O", "O", "C", "Cl", "Cl", "H", "H", "H"], "positions_angstrom": [[0.4650, 0.4747, 0.7005], [-1.0835, 1.0344, 0.4882], [-1.1036, 2.0913, -0.4595], [-1.6854, 1.1658, 1.7969], [-1.8553, -0.3589, -0.3513], [-3.5009, 0.0830, -0.6889], [-1.5760, -1.8581, 0.5949], [1.3247, 0.6373, 0.1305], [0.5133, 0.4051, 1.7452], [-1.0872, -0.3202, -1.3958]], "forces_ev_per_angstrom": [[-0.42, 0.14, 1.70], [0.48, -0.07, 0.95], [0.02, 0.50, -0.42], [0.82, -0.15, -0.97], [3.07, 0.01, -2.50], [0.03, -0.48, -0.08], [-0.56, 0.64, -0.72], [-1.59, 0.22, 0.73], [0.85, -0.15, -1.52], [-2.69, -0.66, 2.83]]}